{"formula": "C40H61N8O3SbZr", "method": "the ωB97M-V functional and the def2-TZVPD basis", "e_above_lowest_kcal_mol": 0.0, "e_homo_ev": -6.2, "symbols": ["Zr", "C", "O", "C", "C", "C", "C", "C", "C", "N", "N", "C", "O", "C", "C", "C", "C", "C", "C", "C", "O", "H", "H", "H", "H", "H", "H", "H", "H", "H", "H", "H", "H", "C", "N", "C", "C", "N", "N", "C", "N", "N", "H", "H", "H", "H", "H", "H", "H", "H", "H", "H", "H", "C", "C", "C", "Sb", "C", "C", "C", "C", "C", "C", "H", "H", "H", "H", "H", "H", "H", "H", "H", "H", "H", "H", "H", "H", "H", "H", "H", "H", "H", "H", "H", "C", "C", "C", "C", "C", "C", "C", "C", "C", "C", "C", "C", "N", "H", "H", "H", "H", "H", "H", "H", "H", "H", "H", "H", "H", "H", "H", "H", "H", "H"], "xyz": [[0.545753, 0.338161, -0.738830], [1.733370, -0.631035, -4.929701], [2.684618, -1.606664, -4.451245], [3.538941, -1.212009, -3.466881], [4.867316, -1.545553, -3.597132], [5.779313, -1.234760, -2.585185], [5.334198, -0.585380, -1.458728], [3.982711, -0.237213, -1.298466], [3.605420, 0.442613, -0.066360], [2.428566, 0.877624, 0.185253], [2.256740, 1.559503, 1.392666], [0.998128, 1.744023, 1.694351], [0.001114, 1.244017, 1.023856], [0.704299, 2.539967, 2.912271], [-0.541828, 3.146049, 3.039665], [-0.854577, 3.857044, 4.190135], [0.072249, 3.958835, 5.219042], [1.327935, 3.376649, 5.083166], [1.645837, 2.670843, 3.932646], [3.049708, -0.569509, -2.310573], [1.764080, -0.370717, -2.196638], [1.674390, -0.760857, -6.008723], [0.757149, -0.786329, -4.482268], [2.055589, 0.385498, -4.705439], [5.179562, -2.052881, -4.502444], [6.825283, -1.485650, -2.698807], [6.030496, -0.320841, -0.670121], [4.370942, 0.620750, 0.681622], [-1.250576, 3.066681, 2.222978], [-1.822042, 4.336896, 4.281402], [-0.178661, 4.502272, 6.122899], [2.062612, 3.476521, 5.873481], [2.617641, 2.211321, 3.802069], [-2.348860, -4.104960, -2.738381], [-2.328838, -2.987239, -1.808637], [-3.614146, -2.608264, -1.239263], [-1.192552, -2.347410, -1.447651], [-1.145547, -1.186932, -0.893140], [-0.026578, -3.051114, -1.720906], [1.236401, -2.829098, -1.170841], [2.201214, -3.570558, -1.786407], [1.382636, -2.095206, -0.131894], [-3.309929, -4.107685, -3.246137], [-2.226557, -5.069725, -2.234809], [-1.585827, -3.993384, -3.509707], [-4.162119, -3.515248, -0.981706], [-4.212729, -2.021370, -1.938837], [-3.476922, -2.034982, -0.325315], [-2.048317, -0.744474, -0.801876], [-0.109214, -3.880945, -2.275208], [2.085982, -3.738991, -2.777290], [3.146566, -3.312796, -1.554802], [2.352614, -2.049141, 0.160406], [-2.833701, -0.822452, 4.603020], [-2.030398, -0.186593, 3.474270], [-2.967892, 0.380780, 2.401829], [-0.537345, -1.423832, 2.426431], [1.154208, -1.182171, 3.810227], [0.770025, -0.773940, 5.232562], [2.031106, -2.432858, 3.804539], [-1.089275, -3.488528, 2.985353], [-2.254452, -3.910925, 2.083834], [-1.376268, -3.817350, 4.451112], [-3.501805, -0.075029, 5.049850], [-2.192200, -1.211011, 5.396788], [-3.459057, -1.640474, 4.232377], [-1.432851, 0.632393, 3.880591], [-3.605579, -0.410025, 1.985595], [-2.410425, 0.841635, 1.586645], [-3.629398, 1.144819, 2.830582], [1.716483, -0.361823, 3.357419], [0.229373, -1.574843, 5.744579], [0.146552, 0.123246, 5.245346], [1.672668, -0.551938, 5.817528], [1.517276, -3.281667, 4.265025], [2.949832, -2.252143, 4.375905], [2.321271, -2.726414, 2.789210], [-0.201317, -4.051131, 2.673688], [-3.147303, -3.305275, 2.281503], [-2.524889, -4.961434, 2.249771], [-1.994048, -3.795933, 1.025296], [-2.317481, -3.375789, 4.782616], [-0.584538, -3.456106, 5.111512], [-1.451641, -4.903841, 4.590529], [1.306205, 4.166065, -0.711384], [1.470458, 4.074130, -2.236914], [2.491887, 3.002501, -2.648529], [0.124443, 3.842838, -2.918397], [-0.294618, 4.845801, -3.785437], [-1.499044, 4.798620, -4.458324], [-2.314422, 3.706074, -4.237980], [-1.956469, 2.668954, -3.384222], [-2.971280, 1.534611, -3.270076], [-2.380056, 0.218844, -3.803463], [-3.501022, 1.418015, -1.830857], [-0.697557, 2.691851, -2.679406], [-0.328651, 1.688089, -1.802406], [2.276429, 4.244562, -0.210558], [0.792018, 3.288377, -0.349557], [0.710261, 5.043027, -0.448823], [1.848976, 5.036244, -2.584341], [2.090085, 2.016475, -2.454456], [3.428173, 3.121329, -2.091959], [2.715500, 3.084639, -3.715382], [0.353983, 5.704357, -3.932045], [-1.799912, 5.590848, -5.132323], [-3.272109, 3.649679, -4.749802], [-3.817769, 1.793556, -3.908775], [-1.493295, -0.036643, -3.241127], [-2.097897, 0.340970, -4.853989], [-3.114025, -0.597746, -3.744752], [-2.668164, 1.303234, -1.145805], [-4.197553, 0.575503, -1.729082], [-4.035035, 2.329516, -1.552932]], "forces_ev_per_a": [[-3.693, 0.021, -2.586], [0.179, -0.047, -0.050], [-0.416, 0.030, -0.219], [0.070, 0.055, -0.141], [0.149, 0.025, 0.065], [0.030, -0.042, -0.048], [0.066, 0.077, 0.129], [-0.043, -0.027, 0.123], [0.134, 0.025, -0.406], [0.406, 0.366, 1.033], [0.338, 0.272, 0.219], [0.393, -0.223, 0.105], [0.488, 1.000, 1.265], [-0.065, -0.056, 0.062], [-0.038, -0.003, -0.032], [-0.009, 0.005, -0.018], [0.028, 0.026, -0.017], [0.012, -0.032, -0.046], [-0.024, 0.004, -0.059], [0.219, -0.045, 0.128], [0.957, 0.060, -0.605], [0.029, -0.039, -0.011], [-0.075, -0.037, 0.087], [0.053, -0.030, 0.026], [-0.004, 0.031, 0.028], [-0.022, -0.013, 0.011], [-0.011, -0.013, -0.031], [0.164, 0.055, 0.047], [0.012, -0.045, 0.076], [0.036, -0.040, 0.000], [0.020, -0.015, -0.052], [-0.048, -0.030, -0.015], [-0.037, 0.022, 0.054], [0.053, -0.007, 0.152], [-0.338, -0.182, 0.004], [0.033, 0.076, -0.136], [0.217, -0.048, 0.054], [0.064, -0.146, -0.230], [0.111, 0.349, -0.099], [-0.274, -0.130, 0.470], [0.075, -0.246, -0.223], [0.013, 0.036, -0.185], [-0.029, 0.004, -0.034], [0.016, 0.005, -0.008], [-0.076, 0.017, -0.030], [0.006, 0.001, 0.010], [0.009, 0.038, -0.029], [0.020, -0.038, 0.032], [-0.195, 0.018, -0.126], [-0.004, -0.102, 0.014], [-0.004, 0.123, 0.053], [0.090, 0.016, 0.052], [0.148, -0.048, -0.098], [0.090, 0.115, 0.035], [-0.041, -0.195, -0.233], [0.019, -0.003, 0.174], [-0.255, -0.260, 0.791], [-0.250, -0.001, 0.066], [0.099, 0.019, -0.099], [0.027, 0.082, -0.042], [-0.097, 0.144, 0.029], [0.093, -0.011, 0.040], [0.073, -0.027, -0.095], [0.003, -0.064, -0.023], [-0.077, 0.017, -0.046], [0.028, 0.062, 0.044], [0.008, 0.051, -0.029], [0.032, 0.062, 0.010], [-0.012, 0.029, -0.049], [0.006, -0.083, -0.047], [0.049, 0.023, -0.006], [0.035, 0.082, -0.002], [0.052, -0.057, 0.032], [-0.084, -0.043, -0.011], [0.058, 0.038, -0.042], [-0.048, -0.055, -0.038], [-0.029, -0.003, 0.082], [-0.013, 0.040, -0.004], [0.048, -0.061, -0.030], [-0.005, 0.066, -0.007], [-0.062, 0.005, 0.055], [0.110, -0.093, -0.014], [-0.091, -0.054, -0.020], [-0.018, 0.067, -0.007], [0.246, 0.285, -0.244], [-0.204, -0.571, 0.217], [0.087, 0.391, 0.064], [0.097, -0.012, 0.147], [0.092, 0.039, -0.005], [-0.051, 0.026, -0.034], [-0.047, -0.107, -0.008], [0.156, -0.108, 0.079], [0.489, -0.120, 0.400], [-0.437, 0.182, -0.158], [-0.158, -0.078, -0.337], [-0.434, 0.054, -0.077], [0.820, -0.477, 0.187], [-0.051, -0.005, -0.023], [-0.147, -0.125, 0.144], [0.003, -0.019, 0.004], [-0.014, 0.063, -0.056], [0.004, -0.156, -0.060], [-0.040, -0.011, -0.042], [-0.009, -0.041, 0.018], [0.028, -0.046, 0.027], [0.020, 0.005, 0.027], [0.053, -0.033, 0.044], [-0.009, 0.047, -0.040], [0.240, -0.135, 0.134], [-0.020, -0.029, 0.081], [0.099, 0.057, 0.036], [0.132, -0.034, 0.185], [0.053, 0.042, 0.010], [0.020, -0.048, 0.005]]}